Version P
Density functional theory data (wB97M-V/def2-TZVPD) for a cluster of 2 separate species, H2N2O3 in total.

XYZ file:
```
7
Properties=species:S:1:pos:R:3
N -0.127 0.784 0.808
N -0.114 -1.436 -1.425
O -0.658 -0.466 -0.922
O 1.085 -1.576 -1.356
O -0.855 0.575 1.777
H -0.228 1.648 0.237
H 0.897 0.471 0.881
```

Results
**2S+1**: 1
**Charge**: 0
**LUMO (spin up / spin down)**: -0.31 / -2.30 eV

=====

Version Q
Density functional theory data (wB97M-V/def2-TZVPD) for a structure of composition H2N2O3.

XYZ file:
```
7
Properties=species:S:1:pos:R:3
N -1.437 0.399 -0.192
N -0.344 0.832 0.146
O -1.983 -0.702 -0.309
O 1.730 -0.756 -0.193
O 1.077 -0.046 0.766
H -0.231 1.803 -0.041
H 1.188 -1.530 -0.177
```

Results
**2S+1**: 1
**Charge**: 0
**LUMO (spin up / spin down)**: -0.74 / -0.37 eV

=====

Most stable: version P (next structure +1.361 eV)

=====

Version P
Density functional theory data (wB97M-V/def2-TZVPD) for the ion C5H11N2O with charge -1.

XYZ file:
```
19
Properties=species:S:1:pos:R:3
C -1.160 0.077 1.354
O -1.059 -0.085 2.743
C -0.075 1.029 0.801
C 0.944 0.306 -0.103
C 0.442 -0.014 -1.472
C 0.353 -1.249 -1.952
N -0.198 -1.594 -3.218
N 0.660 1.639 1.919
H -2.174 0.453 1.101
H -1.061 -0.954 0.978
H -0.487 1.874 0.237
H 1.324 -0.525 0.494
H 1.782 1.018 -0.185
H 0.086 0.820 -2.067
H 0.637 -2.091 -1.349
H -0.004 -0.927 -3.960
H 0.213 -2.462 -3.574
H 1.589 1.242 1.960
H 0.136 1.245 2.722
```

Results
**2S+1**: 1
**Charge**: -1
**LUMO**: 3.46 eV
**SMILES**: N/C=C/C[C@H](N)C[O-]

=====

Version Q
Density functional theory data (wB97M-V/def2-TZVPD) for the ion C5H11N2O with charge -1.

XYZ file:
```
19
Properties=species:S:1:pos:R:3
C 1.024 1.421 -0.476
O 0.011 2.051 -1.176
C 0.825 -0.182 -0.567
C 0.380 -0.632 0.818
C -1.167 -0.643 0.872
C -1.703 -1.619 1.627
N -1.824 0.280 0.134
N 2.089 -0.899 -0.958
H 0.972 1.497 0.625
H 1.998 1.709 -0.902
H -0.025 -0.192 -1.364
H 0.801 -1.531 1.183
H 0.845 0.015 1.592
H -2.689 -2.097 1.651
H -1.161 -2.139 2.446
H -0.886 1.648 -0.911
H -2.815 0.119 0.160
H 2.786 -0.168 -0.991
H 1.920 -1.056 -1.942
```

Results
**2S+1**: 1
**Charge**: -1
**LUMO**: 4.09 eV

=====

Most stable: version P (next structure +0.385 eV)

=====

Version P
Density functional theory data (wB97M-V/def2-TZVPD) for a cluster of 2 separate species, C10H19N2 in total.

XYZ file:
```
31
Properties=species:S:1:pos:R:3
C 0.543 0.033 3.982
C -0.798 0.313 3.930
C -0.047 0.197 1.865
C -0.512 2.051 -0.953
C 0.418 -1.572 -0.701
C -0.047 -0.535 -2.970
C -1.890 -0.581 -1.328
C 2.327 0.224 2.200
C 0.215 0.813 -0.830
C -0.360 -0.481 -1.436
N 0.974 0.018 2.696
N -1.118 0.405 2.585
H 1.131 -0.160 4.786
H -1.521 0.446 4.771
H -0.033 2.852 -0.413
H -1.403 2.102 -0.478
H -0.621 2.197 -2.154
H -0.008 -1.783 0.220
H 1.566 -1.446 -0.715
H 0.263 -2.612 -1.082
H 0.974 -0.120 -3.153
H -0.985 -0.144 -3.575
H -0.090 -1.557 -3.137
H -2.218 0.376 -1.834
H -2.142 -0.742 -0.377
H -2.287 -1.490 -1.825
H 2.977 -0.232 2.900
H 2.523 -0.346 1.339
H 2.596 1.145 1.862
H 1.142 0.896 -0.454
H -1.970 0.691 2.211
```

Results
**2S+1**: 1
**Charge**: +1
**LUMO**: -4.79 eV

=====

Version Q
Density functional theory data (wB97M-V/def2-TZVPD) for the ion C10H19N2 with charge +1.

XYZ file:
```
31
Properties=species:S:1:pos:R:3
C -0.220 -2.516 0.036
C 1.419 0.509 -1.234
C -0.570 -0.354 0.404
C 0.786 -0.579 -0.261
C 1.969 0.405 0.092
C 1.535 1.450 1.044
C 3.333 -0.202 0.418
C -2.759 -0.211 -1.048
C -2.310 1.589 0.588
C -1.637 0.504 -0.313
N -1.092 -1.676 0.620
N 0.869 -2.011 -0.419
H -0.275 -3.605 -0.269
H 1.876 0.097 -2.162
H 0.759 1.387 -1.438
H -0.615 0.248 1.330
H 1.592 0.982 2.101
H 0.447 1.823 0.941
H 2.231 2.285 0.999
H 3.830 -0.364 -0.668
H 3.313 -1.250 0.887
H 4.078 0.514 0.920
H -3.566 -0.525 -0.344
H -2.365 -1.190 -1.503
H -3.231 0.381 -1.787
H -3.303 1.254 1.002
H -2.867 2.281 -0.153
H -1.643 2.150 1.278
H -0.993 1.026 -1.070
H -2.046 -1.774 0.873
H 1.456 -2.626 -0.861
```

Results
**2S+1**: 1
**Charge**: +1
**LUMO**: -3.04 eV
**SMILES**: CC(C)[C@H]1NC=[NH+][C@@]12CC2(C)C

=====

Most stable: version Q (next structure +2.244 eV)

=====

Version P
Density functional theory data (wB97M-V/def2-TZVPD) for a structure of composition C3H3ClNO.

XYZ file:
```
9
Properties=species:S:1:pos:R:3
C 0.500 0.519 -0.069
C 1.631 1.365 0.007
C 0.644 -1.027 0.280
N 1.776 -1.569 0.108
O 2.112 2.404 -0.032
Cl 3.082 -0.431 0.122
H -0.533 0.842 0.371
H 0.219 0.538 -1.124
H -0.357 -1.407 0.376
```

Results
**2S+1**: 1
**Charge**: +1
**LUMO**: -5.90 eV

=====

Version Q
Density functional theory data (wB97M-V/def2-TZVPD) for a structure of composition C3H3ClNO.

XYZ file:
```
9
Properties=species:S:1:pos:R:3
C -0.983 -0.156 0.230
C -0.659 0.543 -0.870
C 0.433 -0.291 0.701
N 0.744 0.242 -0.567
O 1.708 0.153 -1.238
Cl 1.051 -1.918 1.116
H -1.870 -0.521 0.663
H -1.131 1.121 -1.716
H 0.706 0.827 1.680
```

Results
**2S+1**: 1
**Charge**: +1
**LUMO**: -7.38 eV

=====

Most stable: version P (next structure +2.654 eV)

=====

Version P
Density functional theory data (wB97M-V/def2-TZVPD) for the ion C5H9N2S with charge +1.

XYZ file:
```
17
Properties=species:S:1:pos:R:3
C -1.759 -0.756 -0.004
C -1.969 0.449 -0.421
C -0.096 1.450 0.622
C 0.907 0.347 0.163
C 1.143 -1.978 -0.129
N 0.434 -0.833 0.249
N -1.190 1.575 -0.353
S 2.574 0.577 -0.171
H -2.081 -1.673 0.422
H -2.955 0.421 -0.956
H -0.417 1.168 1.593
H 0.539 2.316 0.682
H 1.352 -2.219 -1.236
H 2.236 -2.096 0.163
H 0.576 -2.926 0.366
H -1.857 2.320 -0.388
H 2.563 1.859 -0.600
```

Results
**2S+1**: 1
**Charge**: +1
**LUMO**: -4.94 eV

=====

Version Q
Density functional theory data (wB97M-V/def2-TZVPD) for a cluster of 2 separate species, C5H9N2S in total.

XYZ file:
```
17
Properties=species:S:1:pos:R:3
C 1.809 -0.541 2.146
C 1.643 0.074 1.114
C -0.716 -0.203 -0.496
C -1.242 1.847 0.661
C 0.565 -2.362 -1.708
N -1.575 0.594 -0.069
N 1.456 0.260 -0.149
S -1.035 -1.580 -1.430
H 1.850 -0.852 3.070
H -1.086 1.506 1.729
H -0.309 2.293 0.372
H -2.122 2.504 0.593
H 1.147 -1.498 -1.623
H 0.750 -2.891 -2.696
H 0.534 -3.158 -0.979
H -2.607 0.275 -0.211
H 1.701 1.167 -0.500
```

Results
**2S+1**: 1
**Charge**: +1
**LUMO**: -6.13 eV

=====

Most stable: version P (next structure +2.264 eV)